Record 1
Here is C7H19Br2IrN2O2Si as an isolated structure from OMol25. Energies are from ωB97M-V with the def2-TZVPD basis set.

```
34
C7H19Br2IrN2O2Si, DFT ωB97M-V with the def2-TZVPD basis set
Ir 0.6108 0.7985 0.1193
Br 3.3566 1.0233 0.2767
C 3.2485 0.9889 2.2158
Br 1.3675 1.0069 2.7250
H 3.7351 1.8714 2.6142
H 3.7009 0.0720 2.5761
C -3.6749 4.2605 -0.3292
O -3.2353 2.8859 -0.2776
C -1.9844 2.5568 -0.2300
O -1.6586 1.3796 -0.0592
N -1.0372 3.5254 -0.3718
N 0.3056 3.1308 -0.4336
H -4.7574 4.2151 -0.2997
H -3.3729 4.7424 -1.2599
H -3.3157 4.8059 0.5431
H -1.2716 4.4681 -0.6450
H 0.8392 3.6965 0.2227
H 0.6798 3.2987 -1.3672
C 1.3077 -3.3247 -1.9245
Si 0.4543 -2.8485 -0.2856
C 1.5723 -3.0760 1.2051
C -1.0365 -4.0474 -0.2401
C -0.2058 -1.0734 -0.4772
H 1.5064 -4.3950 -1.9163
H 2.2560 -2.7892 -2.0191
H 0.6701 -3.0877 -2.7757
H 1.7516 -4.1372 1.3787
H 1.1425 -2.6642 2.1217
H 2.5476 -2.6091 1.0413
H -0.6533 -5.0640 -0.3109
H -1.7040 -3.8560 -1.0795
H -1.5914 -3.9329 0.6932
H -1.1385 -0.9750 0.1005
H -0.4149 -0.8464 -1.5313
```

- charge = +2
- expectation value of S² = 6.01
- multiplicity = 5
- orbital gap (spin up / spin down) (Ha) = 0.309 / 0.212
- DFT total energy (eV) = -165423.915
- lowest unoccupied orbital energy (spin up / spin down) (hartree) = -0.2592 / -0.3608


Record 2
Here is C7H19Br3N6O12 as an isolated structure from OMol25. Energies are from ωB97M-V with the def2-TZVPD basis set.

```
47
C7H19Br3N6O12, DFT ωB97M-V with the def2-TZVPD basis set
C 6.2464 10.5560 11.6093
Br 5.7869 12.2979 12.1496
Br 5.4531 10.1083 9.9202
Br 5.7434 9.3308 13.0420
H 7.3715 10.4920 11.6118
C 10.5867 10.1678 14.6461
N 9.8385 10.1082 13.3977
O 9.9489 9.1532 12.6860
O 9.1976 11.1021 13.1129
H 10.6024 9.1712 15.0332
H 10.0118 10.8269 15.3173
H 11.4922 10.7371 14.4529
C 10.1682 14.0177 11.4654
N 11.0968 13.5080 12.4877
O 11.5916 12.3871 12.3739
O 11.2223 14.1589 13.4862
H 9.9438 15.0312 11.8179
H 9.2247 13.4429 11.5173
H 10.6252 13.8199 10.4697
C 11.2606 6.8562 10.2359
N 9.8233 6.4257 9.9201
O 9.1903 7.1790 9.1768
O 9.3627 5.4760 10.5022
H 11.3904 7.9208 10.1432
H 11.9206 6.3981 9.4680
H 11.4691 6.5927 11.2295
C 4.6748 13.9216 8.6838
N 4.8851 14.6185 7.3868
O 5.8392 15.4080 7.3875
O 4.0721 14.5065 6.4770
H 4.5348 12.8268 8.4552
H 3.7430 14.2994 9.1239
H 5.6137 14.1194 9.1749
C 9.8647 7.8141 5.9282
N 11.0368 7.6933 6.9207
O 11.6094 8.7566 7.2823
O 11.3560 6.5734 7.2394
H 9.7906 6.8964 5.2926
H 10.0697 8.6882 5.3085
H 8.9419 7.8747 6.4789
C 10.1439 10.7289 9.5405
N 8.9354 11.3650 8.8749
O 8.4486 12.2890 9.4946
O 8.5290 10.8813 7.8234
H 10.8799 11.5369 9.6836
H 10.4909 9.8818 8.9190
H 9.8219 10.4437 10.5161
```

- charge = 0
- orbital gap (Ha) = 0.368
- DFT total energy (eV) = -251187.664
- lowest unoccupied orbital energy (hartree) = -0.0091


Record 3
Here is a 3-piece molecular cluster, C7H19BrNO3 overall from OMol25. Energies are from ωB97M-V with the def2-TZVPD basis set.

```
31
C7H19BrNO3, DFT ωB97M-V with the def2-TZVPD basis set
Br -23.2286 -12.1407 10.6468
C -18.6049 -2.9034 10.4667
O -19.2559 -4.2241 10.3975
C -19.1544 -4.9926 9.2147
C -19.7260 -6.4090 9.3091
N -19.2025 -7.0103 10.5360
C -17.7564 -7.3660 10.4877
C -17.3899 -7.8886 11.8914
O -17.5473 -6.8730 12.8939
C -16.7328 -7.2357 13.9969
H -18.7324 -2.1381 9.7011
H -17.5478 -3.1391 10.5899
H -19.1811 -2.5337 11.3149
H -18.1109 -5.1022 8.9192
H -19.6217 -4.4192 8.4141
H -19.5218 -7.0590 8.4582
H -20.8101 -6.3119 9.3671
H -19.7567 -7.8530 10.4833
H -17.1237 -6.5216 10.2144
H -17.6273 -8.2656 9.8859
H -16.4135 -8.3642 11.7995
H -18.0290 -8.7177 12.1951
H -17.0096 -8.1757 14.4744
H -16.6942 -6.4627 14.7644
H -15.7002 -7.3813 13.6797
C -22.7967 -19.1565 9.3489
O -22.4354 -18.1334 10.2087
H -22.1571 -20.0203 9.1673
H -23.7707 -19.5648 9.6187
H -22.8328 -18.6356 8.3922
H -22.6756 -17.2684 9.8686
```

- charge = -1
- ΔE to the lowest compared entry with this formula, charge and spin (eV) = 2.214
- orbital gap (Ha) = 0.222
- DFT total energy (eV) = -85241.051
- lowest unoccupied orbital energy (hartree) = 0.0955


Record 4
Here is C7H19Cl2INO6PPdS2 as an isolated structure from OMol25. Energies are from ωB97M-V with the def2-TZVPD basis set.

```
40
C7H19Cl2INO6PPdS2, DFT ωB97M-V with the def2-TZVPD basis set
Pd -0.6632 -2.4647 0.2851
O -3.5563 -3.5797 -0.1545
Cl -3.5010 -3.4871 1.2825
O -4.7814 -3.8607 1.8392
O -3.1775 -2.1396 1.6722
O -2.4860 -4.3864 1.7771
N 0.3444 -1.7971 3.3058
H 1.0692 -1.5210 2.6420
H 0.1765 -2.7805 3.1020
H -0.4922 -1.3562 2.9242
Cl 0.9008 -4.0018 -0.6548
I 0.5605 -7.0922 -1.7657
C -0.2723 -5.2955 -0.8251
H -1.0991 -4.9729 -1.4476
H -0.6692 -5.5943 0.1389
C -0.4944 3.3429 1.1268
C 0.9418 2.8450 1.2169
C 1.1734 1.9903 2.4524
O 1.3165 2.2226 -0.0209
P 1.2300 0.6226 -0.3793
S 2.7492 -0.3570 0.3836
S -0.6263 -0.0222 -0.0580
O 1.5613 0.7631 -1.9662
C 1.0017 1.6565 -2.9288
C 1.8313 2.9332 -2.9845
C -0.4825 1.9454 -2.7686
H -0.7434 3.9248 2.0179
H -1.1750 2.4956 1.0465
H -0.6204 3.9812 0.2498
H 1.6100 3.7142 1.2727
H 0.5108 1.1258 2.4601
H 0.9666 2.5943 3.3402
H 2.1985 1.6284 2.4933
H 1.1355 1.1209 -3.8763
H 1.7095 3.5001 -2.0629
H 1.5160 3.5484 -3.8319
H 2.8871 2.6863 -3.1007
H -0.6823 2.4948 -1.8504
H -1.0588 1.0240 -2.7319
H -0.8096 2.5486 -3.6210
```

- charge = -2
- ΔE to the lowest compared entry with this formula, charge and spin (eV) = 3.128
- orbital gap (Ha) = 0.163
- DFT total energy (eV) = -88923.864
- lowest unoccupied orbital energy (hartree) = 0.1417


Record 5
Here is C7H19F2MgO7 as an isolated structure from OMol25. Energies are from ωB97M-V with the def2-TZVPD basis set.

```
36
C7H19F2MgO7, DFT ωB97M-V with the def2-TZVPD basis set
Mg 21.6821 0.3001 -16.0458
F 21.7786 2.0216 -16.8486
C 20.9923 0.4884 -19.9563
C 21.3474 0.3472 -21.3987
O 20.3957 1.1712 -22.0363
C 19.3398 1.4138 -21.1747
O 18.2873 2.0144 -21.3359
O 19.5515 0.7612 -20.0731
F 21.1472 -0.9339 -21.6380
H 21.5313 1.3827 -19.6435
H 21.2046 -0.4141 -19.3831
H 22.3706 0.6905 -21.5505
C 23.4110 -1.6396 -17.6696
O 23.0282 -0.3189 -17.5411
H 23.4541 -2.0048 -18.6957
H 24.4435 -1.7394 -17.3346
H 22.7890 -2.2188 -16.9872
H 23.3632 0.1626 -18.3010
C 20.4129 2.1127 -13.7629
O 20.2893 0.9641 -14.5416
H 20.3962 1.9640 -12.6833
H 21.2878 2.7373 -13.9432
H 19.5942 2.7633 -14.0703
H 19.3901 0.6291 -14.5127
C 19.4674 4.4527 -17.6798
O 20.2180 3.6180 -18.5605
H 19.9639 5.3562 -17.3260
H 18.5693 4.7480 -18.2225
H 19.1877 4.0551 -16.7043
H 20.9029 3.1467 -18.0806
C 22.9722 5.0353 -15.7353
O 23.4111 4.3410 -16.8975
H 23.6279 5.8346 -15.3899
H 21.9425 5.3491 -15.9066
H 22.9749 4.3377 -14.8977
H 22.9725 3.4882 -16.8525
```

- charge = +2
- expectation value of S² = 0.76
- ΔE to the lowest compared entry with this formula, charge and spin (eV) = 0.701
- multiplicity = 2
- orbital gap (spin up / spin down) (Ha) = 0.266 / 0.137
- DFT total energy (eV) = -32760.028
- lowest unoccupied orbital energy (spin up / spin down) (hartree) = -0.3217 / -0.4509


Record 6
Here is one molecule with the formula C7H19FN2Si from OMol25. Energies are from ωB97M-V with the def2-TZVPD basis set.

```
30
C7H19FN2Si, DFT ωB97M-V with the def2-TZVPD basis set
C 2.4621 1.9570 0.9851
Si 0.9955 0.9769 0.2995
F 0.4899 -0.0701 1.5133
C 1.6171 -0.1515 -1.1242
C 2.0991 -1.5663 -0.6043
N 1.1129 -2.5681 -1.0285
C -0.3974 2.0380 -0.4228
C -1.8424 1.6193 0.0124
C -2.1642 0.1054 -0.1914
C -2.4410 -0.6714 1.1506
N -2.1930 -2.1240 0.9275
H 2.1923 2.9530 1.3796
H 2.8861 1.4040 1.8508
H 3.2957 2.0323 0.2628
H 2.4502 0.3935 -1.6064
H 0.7930 -0.2530 -1.8527
H 2.2493 -1.5411 0.4830
H 3.0792 -1.7369 -1.0986
H 1.3300 -2.9396 -1.9395
H 1.0042 -3.3037 -0.3465
H -0.2984 3.1211 -0.2037
H -0.3689 1.9637 -1.5301
H -2.0659 1.9638 1.0386
H -2.5414 2.1875 -0.6350
H -1.4306 -0.4332 -0.8181
H -3.1229 0.0468 -0.7489
H -3.5122 -0.6060 1.4245
H -1.8542 -0.2739 1.9897
H -2.6362 -2.3200 0.0358
H -1.1882 -2.2033 0.7974
```

- charge = 0
- orbital gap (Ha) = 0.357
- DFT total energy (eV) = -21144.359
- lowest unoccupied orbital energy (hartree) = 0.0327